No. 1
Computed, not measured: 5 unconnected molecules or ions with the total composition C37H69Br2N2O18P5S at a distorted geometry, with ωB97M-V/def2-TZVPD.

Results
- Molecular weight: 1176.7 u
- E_HOMO: -6.941 eV

XYZ file:
```
134
C37H69Br2N2O18P5S ωB97M-V/def2-TZVPD
C 1.618 -1.358 3.935
C 1.717 -0.860 2.447
O 0.453 -0.501 1.881
C 0.409 -0.772 0.470
C -0.330 0.374 -0.350
O -1.077 1.238 0.504
C -1.853 2.204 -0.274
C -3.349 1.946 0.085
C -3.871 0.614 -0.148
C -5.251 0.208 0.181
C -6.084 1.236 0.783
C -5.582 2.597 1.000
C -4.202 2.986 0.665
P -3.641 4.748 1.040
C -2.668 5.455 -0.401
C -2.545 4.526 2.580
C -1.016 4.857 2.363
S -7.781 0.866 1.288
C -7.993 -0.862 0.803
C -9.301 -1.485 1.085
C -10.465 -0.747 1.809
N -10.814 0.572 1.230
C -11.726 1.219 2.237
C -9.567 -2.876 0.681
C -8.507 -3.610 0.008
C -7.217 -2.990 -0.227
C -6.126 -3.831 -0.900
Br -5.403 -3.163 -2.613
C -5.609 -4.991 -0.410
C -6.131 -5.624 0.919
Br -4.198 -5.932 -1.364
C -6.906 -1.592 0.163
N -5.585 -1.151 -0.138
H 1.022 -2.298 4.049
H 2.659 -1.602 4.301
H 1.240 -0.558 4.627
H 2.216 -1.685 1.871
H 2.403 0.035 2.439
H -0.075 -1.775 0.340
H 1.469 -0.774 0.079
H -1.062 -0.165 -1.026
H 0.375 0.946 -1.016
H -1.672 1.953 -1.349
H -1.471 3.205 0.033
H -3.183 -0.150 -0.596
H -6.249 3.363 1.454
H -2.656 4.720 -1.247
H -3.187 6.386 -0.766
H -1.617 5.756 -0.166
H -2.742 3.525 3.038
H -2.935 5.283 3.319
H -0.442 4.217 3.098
H -0.753 5.915 2.628
H -0.612 4.597 1.357
H -10.230 -0.647 2.901
H -11.386 -1.401 1.748
H -11.450 0.381 0.445
H -12.486 1.849 1.718
H -11.116 1.772 2.997
H -12.290 0.416 2.808
H -10.560 -3.362 0.852
H -8.685 -4.656 -0.323
H -6.587 -4.810 1.530
H -5.237 -6.047 1.452
H -6.853 -6.442 0.653
H -4.869 -1.748 0.294
C 7.094 -4.667 0.743
O 5.756 -5.106 0.523
P 4.889 -5.446 1.824
O 4.895 -4.401 2.853
O 5.449 -6.856 2.302
C 5.590 -7.904 1.347
O 3.465 -5.798 1.219
C 2.601 -4.697 0.923
H 7.685 -4.910 -0.140
H 7.103 -3.587 0.894
H 7.537 -5.162 1.610
H 6.629 -7.949 1.015
H 4.942 -7.761 0.482
H 5.332 -8.848 1.827
H 1.814 -5.042 0.255
H 3.150 -3.891 0.434
H 2.148 -4.330 1.846
C 0.759 4.529 -5.648
O 1.577 4.653 -4.486
P 0.816 4.781 -3.084
O -0.209 3.760 -2.848
O 0.281 6.278 -3.072
C 1.176 7.337 -3.401
O 2.006 4.799 -2.034
C 2.532 3.525 -1.643
H 1.319 4.905 -6.504
H 0.514 3.480 -5.812
H -0.162 5.109 -5.550
H 1.031 7.618 -4.446
H 2.219 7.056 -3.246
H 0.946 8.195 -2.770
H 3.502 3.676 -1.176
H 2.654 2.872 -2.511
H 1.861 3.057 -0.921
C 4.198 3.235 3.984
O 5.166 4.041 3.310
P 5.614 3.556 1.855
O 4.506 3.258 0.942
O 6.588 2.333 2.140
C 7.631 2.485 3.102
O 6.596 4.713 1.381
C 5.992 5.877 0.816
H 4.320 3.377 5.057
H 3.195 3.547 3.692
H 4.335 2.176 3.753
H 7.308 2.053 4.050
H 7.898 3.532 3.256
H 8.509 1.947 2.748
H 6.725 6.682 0.820
H 5.122 6.187 1.397
H 5.694 5.672 -0.213
C 5.542 -5.847 -3.468
O 5.587 -4.483 -3.888
P 4.358 -3.559 -3.448
O 4.030 -3.622 -2.022
O 3.181 -3.993 -4.423
C 3.435 -4.076 -5.824
O 4.780 -2.125 -3.988
C 5.661 -1.361 -3.163
H 6.128 -6.441 -4.169
H 5.974 -5.936 -2.471
H 4.517 -6.225 -3.459
H 3.628 -5.116 -6.092
H 4.286 -3.464 -6.124
H 2.550 -3.732 -6.357
H 6.097 -0.567 -3.768
H 6.464 -1.984 -2.766
H 5.099 -0.915 -2.342
```

---

No. 2
Computed, not measured: 11 unconnected molecules or ions with the total composition C37H70F3NO21S7 at a distorted geometry, with ωB97M-V/def2-TZVPD.

Results
- Molecular weight: 1146.4 u
- ΔE to the lowest compared entry with this formula, charge and spin: 0.0 kcal per mole
- E_HOMO: -9.060 eV

XYZ file:
```
139
C37H70F3NO21S7 ωB97M-V/def2-TZVPD
N 2.592 1.018 -3.236
H 3.112 1.127 -2.348
H 1.708 0.575 -2.945
H 3.143 0.346 -3.760
H 2.397 1.919 -3.668
C -0.181 -1.333 0.541
F 0.996 -1.792 0.950
F -0.768 -2.312 -0.165
F -0.938 -1.047 1.588
S 0.088 0.126 -0.514
O -1.172 0.428 -1.151
O 0.525 1.132 0.437
O 1.106 -0.322 -1.450
O -4.669 3.758 0.777
S -4.707 2.380 1.140
O -4.543 2.012 2.512
O -6.085 1.821 0.611
C -6.411 0.461 0.986
C -7.611 0.059 0.167
C -3.536 1.521 0.138
H -6.629 0.442 2.053
H -5.569 -0.208 0.792
H -7.865 -0.990 0.303
H -7.395 0.208 -0.894
H -8.459 0.704 0.393
H -2.670 2.172 0.092
H -3.979 1.477 -0.855
H -3.342 0.537 0.547
O 1.682 1.592 4.269
S 0.330 1.799 4.642
O -0.458 0.713 5.120
O 0.347 2.930 5.747
C -0.876 3.198 6.462
C -1.329 4.626 6.266
C -0.496 2.634 3.334
H -0.697 2.967 7.514
H -1.648 2.477 6.184
H -0.653 5.319 6.762
H -2.363 4.724 6.596
H -1.349 4.897 5.208
H -1.535 2.857 3.563
H -0.529 1.903 2.517
H 0.114 3.481 3.039
O 5.092 1.812 1.204
S 4.590 0.748 0.399
O 3.925 1.095 -0.814
O 5.774 -0.211 0.016
C 6.819 -0.344 1.046
C 7.572 -1.631 0.763
C 3.539 -0.313 1.314
H 6.330 -0.361 2.017
H 7.446 0.540 0.972
H 8.621 -1.516 1.025
H 7.483 -1.949 -0.272
H 7.123 -2.428 1.358
H 3.901 -0.365 2.336
H 3.482 -1.272 0.800
H 2.536 0.113 1.246
O -2.014 1.811 -4.308
S -0.885 2.672 -4.204
O 0.418 2.214 -4.583
O -1.122 3.932 -5.125
C -2.378 4.648 -4.998
C -3.333 4.247 -6.088
C -0.839 3.350 -2.575
H -2.076 5.690 -5.078
H -2.841 4.517 -4.019
H -3.005 4.645 -7.051
H -4.315 4.699 -5.931
H -3.464 3.171 -6.172
H -1.872 3.546 -2.298
H -0.181 4.212 -2.550
H -0.486 2.545 -1.932
O 2.520 3.549 -2.164
S 3.008 4.839 -1.766
O 2.588 6.012 -2.428
O 2.664 5.039 -0.248
C 2.339 3.896 0.585
C 2.781 4.247 1.994
C 4.787 4.789 -1.680
H 2.910 3.040 0.240
H 1.277 3.664 0.542
H 3.862 4.175 2.117
H 2.347 3.566 2.726
H 2.483 5.268 2.243
H 5.061 3.757 -1.470
H 5.092 5.448 -0.876
H 5.126 5.106 -2.664
O -6.035 -0.998 -3.349
S -4.783 -1.642 -3.604
O -4.722 -3.062 -3.690
O -4.179 -1.063 -4.952
C -4.815 0.075 -5.557
C -4.307 0.204 -6.973
C -3.575 -1.057 -2.430
H -4.553 0.997 -5.026
H -5.897 -0.014 -5.513
H -3.298 0.621 -7.027
H -4.878 0.967 -7.514
H -4.347 -0.721 -7.545
H -4.154 -0.869 -1.532
H -3.146 -0.172 -2.890
H -2.839 -1.840 -2.289
C -1.771 -5.379 0.212
C -0.981 -5.345 1.354
C -0.757 -6.510 2.085
C -1.298 -7.714 1.658
C -2.084 -7.751 0.514
C -2.320 -6.587 -0.206
H -2.041 -4.449 -0.269
H -0.560 -4.420 1.733
H -0.072 -6.486 2.924
H -1.165 -8.609 2.252
H -2.546 -8.666 0.166
H -2.923 -6.588 -1.105
C 0.573 -3.650 5.575
C 0.955 -4.847 4.966
C 1.846 -4.824 3.897
C 2.263 -3.615 3.369
C 1.822 -2.418 3.932
C 0.955 -2.440 5.014
H -0.027 -3.699 6.475
H 0.541 -5.775 5.339
H 2.163 -5.747 3.423
H 2.942 -3.511 2.532
H 2.173 -1.465 3.559
H 0.596 -1.509 5.433
C 3.016 -4.897 0.164
C 2.219 -4.192 -0.730
C 2.770 -3.286 -1.633
C 4.141 -3.083 -1.596
C 4.947 -3.796 -0.707
C 4.397 -4.723 0.166
H 2.507 -5.658 0.743
H 1.145 -4.334 -0.693
H 2.129 -2.747 -2.317
H 4.584 -2.353 -2.263
H 6.001 -3.566 -0.790
H 5.024 -5.332 0.805
```

---

No. 3
Computed, not measured: 7 unconnected molecules or ions with the total composition C37H72NO17S6 at a distorted geometry, with ωB97M-V/def2-TZVPD.

Results
- Net charge: -1
- Molecular weight: 995.4 u
- E_HOMO: -4.150 eV

XYZ file:
```
133
C37H72NO17S6 ωB97M-V/def2-TZVPD
C 1.183 -1.155 3.891
C 1.419 -0.213 2.565
C 2.803 -0.523 1.738
O 3.376 -1.858 1.963
C 2.549 -2.919 1.320
N 3.061 -4.240 1.932
C 2.110 -5.382 1.651
C 0.689 -5.293 2.520
C -0.510 -5.617 1.420
C -2.014 -5.307 1.995
C -2.243 -3.769 2.535
C -1.813 -2.609 1.455
O -1.904 -3.069 0.030
C -1.594 -1.856 -0.742
C -2.734 -1.070 -1.655
O -0.372 -1.309 -0.698
C 2.726 -2.932 -0.343
O 1.724 -3.507 -1.053
O 3.900 -2.299 -1.028
H 0.441 -2.047 3.617
H 2.161 -1.678 4.296
H 0.625 -0.555 4.758
H 0.524 -0.473 1.819
H 1.348 0.931 2.884
H 3.599 0.281 2.118
H 2.618 -0.260 0.599
H 1.399 -2.793 1.505
H 3.999 -4.368 1.493
H 2.648 -6.367 2.059
H 1.894 -5.585 0.519
H 0.694 -6.036 3.425
H 0.498 -4.210 2.947
H -0.219 -5.038 0.444
H -0.445 -6.771 1.192
H -2.170 -6.028 2.933
H -2.788 -5.584 1.147
H -3.363 -3.703 2.890
H -1.585 -3.573 3.511
H -2.602 -1.732 1.541
H -0.716 -2.271 1.747
H -3.486 -1.821 -2.174
H -3.291 -0.266 -0.980
H -2.139 -0.509 -2.520
C -4.636 1.295 4.862
C -5.425 -0.013 4.914
C -4.433 -1.156 4.705
S -2.858 -0.567 5.310
O -1.943 -0.467 4.192
O -2.520 -1.276 6.528
C -3.411 1.073 5.736
H -5.232 2.143 5.212
H -4.329 1.500 3.829
H -5.901 -0.113 5.897
H -6.219 -0.037 4.161
H -4.725 -2.049 5.263
H -4.319 -1.398 3.645
H -2.615 1.796 5.551
H -3.680 1.070 6.797
C 1.916 -1.752 -4.115
C 2.230 -0.257 -4.107
C 1.579 0.355 -5.346
S 0.166 -0.670 -5.725
O 0.397 -1.321 -6.997
O -1.049 0.069 -5.442
C 0.430 -1.860 -4.426
H 2.162 -2.224 -3.159
H 2.500 -2.249 -4.899
H 1.808 0.200 -3.204
H 3.309 -0.070 -4.095
H 1.245 1.379 -5.160
H 2.254 0.333 -6.205
H 0.133 -2.854 -4.763
H -0.175 -1.556 -3.566
C -4.688 -9.795 5.234
C -3.997 -10.990 4.580
C -3.477 -10.530 3.218
S -3.169 -8.776 3.367
O -4.090 -8.072 2.500
O -1.740 -8.539 3.338
C -3.742 -8.618 5.047
H -4.899 -9.977 6.292
H -5.640 -9.596 4.728
H -3.156 -11.312 5.206
H -4.675 -11.843 4.476
H -2.549 -11.040 2.949
H -4.225 -10.677 2.434
H -4.228 -7.650 5.187
H -2.873 -8.702 5.707
C 1.063 6.249 -7.320
C -0.163 6.011 -6.440
C 0.047 4.686 -5.709
S 1.815 4.476 -5.554
O 2.213 3.329 -6.343
O 2.193 4.630 -4.163
C 2.267 5.955 -6.438
H 1.090 7.270 -7.711
H 1.045 5.560 -8.173
H -0.251 6.825 -5.710
H -1.086 5.996 -7.027
H -0.406 4.699 -4.714
H -0.345 3.844 -6.286
H 3.184 5.786 -7.006
H 2.421 6.751 -5.703
C 4.062 11.259 -8.129
C 5.171 10.228 -8.332
C 4.624 8.872 -7.891
S 2.856 8.940 -8.144
O 2.203 8.867 -6.855
O 2.499 8.069 -9.246
C 2.804 10.630 -8.709
H 4.297 12.209 -8.616
H 3.927 11.451 -7.058
H 5.443 10.188 -9.394
H 6.074 10.490 -7.771
H 5.044 8.056 -8.484
H 4.807 8.693 -6.828
H 1.886 11.110 -8.366
H 2.837 10.618 -9.802
C 2.167 2.862 5.592
C 1.808 4.347 5.593
C 0.304 4.455 5.352
S -0.414 2.949 5.989
O -0.973 2.201 4.882
O -1.177 3.251 7.183
C 1.123 2.185 6.467
H 3.180 2.688 5.968
H 2.112 2.469 4.570
H 2.058 4.782 6.569
H 2.371 4.899 4.834
H -0.127 5.313 5.876
H 0.073 4.517 4.285
H 1.067 1.105 6.313
H 1.292 2.406 7.525
```

---

- What is the formula in the first record?
  C37H69Br2N2O18P5S

---

- The highest E_HOMO belongs to which entry?
  C37H72NO17S6

---

- E_HOMO of number 3 (C37H72NO17S6)?
  -4.150 eV